# 1
The following is a DFT calculation (the ωB97M-V functional and the def2-TZVPD basis) of a structure of composition C43H30MnN8O2P.

Atoms and positions in Å:
Mn1 -0.0708 0.0380 -0.1117
C1 -0.6313 0.7609 -4.5850
C2 -0.5807 0.9657 -3.2131
N1 -0.2417 -0.0171 -2.3830
C3 0.0795 -1.2018 -2.9170
C4 0.0007 -1.3912 -4.2931
N2 -0.3578 -0.4199 -5.1206
C5 0.5407 -2.2524 -1.9756
C6 1.1248 -3.4306 -2.4030
C7 1.6134 -4.3380 -1.4664
C8 1.4879 -4.0098 -0.1189
C9 0.8865 -2.8194 0.2421
N3 0.4151 -1.9624 -0.6739
C10 0.7513 -2.3889 1.6557
C11 1.0684 -3.2025 2.7396
N4 0.9852 -2.7740 3.9906
C12 0.5919 -1.5221 4.1796
C13 0.2508 -0.7015 3.1141
N5 0.3151 -1.1403 1.8590
C14 2.2660 -5.5934 -1.8888
C15 3.3875 -6.0729 -1.2218
C16 3.9667 -7.2529 -1.6655
N6 3.4980 -7.9598 -2.6885
C17 2.4225 -7.4989 -3.3184
C18 1.7759 -6.3234 -2.9659
H1 -0.9077 1.5642 -5.2562
H2 -0.8071 1.9342 -2.7850
H3 0.2197 -2.3495 -4.7448
H4 1.2533 -3.6327 -3.4556
H5 1.8676 -4.6875 0.6306
H6 1.3948 -4.2247 2.6030
H7 0.5421 -1.1606 5.1988
H8 -0.0628 0.3217 3.2770
H9 3.8322 -5.5298 -0.3979
H10 4.8503 -7.6448 -1.1759
H11 2.0562 -8.0971 -4.1443
H12 0.8912 -6.0114 -3.5061
O1 3.3060 -0.4711 0.8333
C19 2.5448 0.4555 0.7603
O2 1.6840 0.5958 -0.2611
C20 2.4685 1.5397 1.7899
C21 3.5313 1.6598 2.6744
C22 3.5219 2.6394 3.6564
C23 2.4351 3.4916 3.7699
C24 1.3566 3.3673 2.9044
C25 1.3657 2.4006 1.9016
P1 -0.0800 2.2672 0.8127
C26 -1.5175 2.8527 1.7375
C27 -2.3767 1.9306 2.3367
C28 -3.4506 2.3631 3.0993
C29 -3.6779 3.7223 3.2638
C30 -2.8313 4.6483 2.6686
C31 -1.7559 4.2195 1.9076
C32 0.1006 3.3465 -0.6200
C33 -1.0281 3.9468 -1.1908
C34 -0.9034 4.6962 -2.3505
C35 0.3423 4.8481 -2.9472
C36 1.4648 4.2585 -2.3803
C37 1.3493 3.5085 -1.2197
H13 4.3643 0.9773 2.5725
H14 4.3604 2.7350 4.3327
H15 2.4179 4.2542 4.5367
H16 0.5075 4.0256 3.0255
H17 -2.2167 0.8674 2.2025
H18 -4.1113 1.6427 3.5630
H19 -4.5180 4.0623 3.8543
H20 -3.0093 5.7074 2.7968
H21 -1.1030 4.9501 1.4462
H22 -1.9998 3.8631 -0.7194
H23 -1.7758 5.1735 -2.7771
H24 0.4413 5.4410 -3.8467
H25 2.4362 4.3908 -2.8371
H26 2.2286 3.0535 -0.7834
N7 -5.6169 2.6237 -1.4705
C38 -5.0418 1.7188 -1.0612
C39 -4.2864 0.6239 -0.5206
C40 -4.8869 -0.4989 0.0411
C41 -4.0733 -1.4944 0.5559
C42 -2.7010 -1.3370 0.5049
N8 -2.1237 -0.2509 -0.0302
C43 -2.9046 0.7044 -0.5409
H27 -5.9650 -0.5840 0.0706
H28 -4.4953 -2.3864 0.9959
H29 -2.0354 -2.0914 0.9020
H30 -2.4170 1.5679 -0.9744

Forces on atoms 1 to 2 (eV/Å):
0.1381 -0.0657 0.0032
-0.0240 -0.0109 -0.0241

The expectation value of S² is 6.128. The net charge is +2. The multiplicity is 5. The calculation puts the energy above the lowest of the compared OMol25 structures with the same formula, charge and spin at 0.0 kcal per mole. For the strongest force on any atom, the calculation gives 0.15 eV/A. Its HOMO energy (spin up / spin down) is -13.88 / -13.88 eV.

These are the Mulliken partial charges, in e, on atoms 1 to 8:
1 Mn 0.81
2 C -0.64
3 C -0.14
4 N 0.47
5 C 0.07
6 C -0.59
7 N -0.55
8 C 0.64

---

# 2
The following is a DFT calculation (the ωB97M-V functional and the def2-TZVPD basis) of a structure of composition C43H31CsN2O7P2S.

Atoms and positions in Å:
Cs1 1.2238 -0.8401 -1.5446
O1 -0.5518 1.0894 -2.0162
S1 -0.1384 2.4850 -1.6431
C1 -1.6700 3.3913 -1.3904
C2 -2.8501 2.6772 -1.5038
C3 -4.0529 3.3256 -1.2549
C4 -4.0531 4.6643 -0.8906
C5 -2.8545 5.3560 -0.7542
C6 -1.6373 4.7256 -0.9895
P1 0.0041 5.5403 -0.7914
C7 0.2700 5.4196 1.0137
C8 -0.4661 4.5771 1.8415
C9 -0.1213 4.4279 3.1800
C10 0.9561 5.1232 3.7056
C11 1.6979 5.9671 2.8862
C12 1.3637 6.1047 1.5494
C13 -0.3795 7.3085 -1.0465
C14 -0.7537 8.1882 -0.0330
C15 -1.0317 9.5156 -0.3250
C16 -0.9425 9.9760 -1.6316
C17 -0.5646 9.1085 -2.6466
C18 -0.2743 7.7842 -2.3530
C19 0.4735 3.2747 -3.1437
C20 -0.4422 3.8962 -3.9864
C21 -0.0266 4.5405 -5.1360
C22 1.3242 4.5569 -5.4418
C23 2.2309 3.9106 -4.6199
C24 1.8457 3.2472 -3.4468
P2 3.1921 2.1730 -2.7388
C25 4.6663 3.2069 -3.0808
C26 5.6793 2.6701 -3.8671
C27 6.8286 3.4062 -4.1352
C28 6.9662 4.6831 -3.6176
C29 5.9571 5.2267 -2.8287
C30 4.8160 4.4921 -2.5594
C31 3.2189 2.2866 -0.9111
C32 2.6170 3.2766 -0.1381
C33 2.7627 3.2813 1.2404
C34 3.5286 2.3027 1.8606
C35 4.1602 1.3278 1.0985
C36 4.0046 1.3177 -0.2808
H1 -2.8232 1.6338 -1.7880
H2 -4.9798 2.7754 -1.3490
H3 -4.9883 5.1743 -0.6992
H4 -2.8683 6.3975 -0.4619
H5 -1.3143 4.0327 1.4455
H6 -0.7014 3.7670 3.8111
H7 1.2204 5.0091 4.7488
H8 2.5421 6.5118 3.2889
H9 1.9565 6.7530 0.9126
H10 -0.8188 7.8374 0.9904
H11 -1.3180 10.1920 0.4701
H12 -1.1591 11.0122 -1.8568
H13 -0.4840 9.4660 -3.6651
H14 0.0377 7.1092 -3.1430
H15 -1.4931 3.8853 -3.7310
H16 -0.7494 5.0219 -5.7813
H17 1.6799 5.0616 -6.3308
H18 3.2735 3.9218 -4.9052
H19 5.5674 1.6723 -4.2744
H20 7.6122 2.9793 -4.7473
H21 7.8593 5.2586 -3.8240
H22 6.0654 6.2239 -2.4221
H23 4.0339 4.9183 -1.9416
H24 2.0311 4.0538 -0.6152
H25 2.2769 4.0536 1.8283
H26 3.6402 2.3043 2.9371
H27 4.7739 0.5751 1.5761
H28 4.5127 0.5629 -0.8732
O2 0.6610 -3.4317 -2.1977
C37 -0.2944 -3.3236 -1.3988
O3 -0.2537 -2.9042 -0.2247
C38 -1.6872 -3.5366 -1.9811
C39 -2.0113 -4.6237 -2.7790
C40 -3.2834 -4.7032 -3.3196
C41 -4.2400 -3.7220 -3.1442
C42 -3.8713 -2.6398 -2.3697
C43 -2.6322 -2.5416 -1.7660
N1 -4.8354 -1.5365 -2.1982
O4 -5.9237 -1.6578 -2.7194
O5 -4.4219 -0.5028 -1.7055
N2 -3.6334 -5.8714 -4.1535
O6 -4.7697 -5.9309 -4.5786
O7 -2.8232 -6.7716 -4.2173
H29 -1.2802 -5.3899 -2.9920
H30 -5.2150 -3.7945 -3.5979
H31 -2.3960 -1.6937 -1.1399

Forces on atoms 1 to 2 (eV/Å):
1.1053 -0.0609 0.2857
-0.4705 0.6461 -0.1772

The net charge is 0. The calculation puts the energy above the lowest of the compared OMol25 structures with the same formula, charge and spin at 12.9 kcal per mole. For the strongest force on any atom, the calculation gives 1.34 eV/A. Its HOMO energy is -8.69 eV.

These are the Mulliken partial charges, in e, on atoms 1 to 8:
1 Cs 1.27
2 O -0.98
3 S 1.25
4 C -0.37
5 C -0.72
6 C -0.66
7 C -0.91
8 C -0.37

---

# 3
The following is a DFT calculation (the ωB97M-V functional and the def2-TZVPD basis) of a structure of composition C43H31N3O9OsP.

Atoms and positions in Å:
Os1 0.8900 -0.1261 1.2803
O1 -2.7817 -2.8985 -0.5023
C1 -1.9397 -2.4412 0.2213
O2 -1.0733 -1.4812 -0.2216
C2 -1.7827 -2.8238 1.6417
C3 -2.8736 -3.4882 2.1636
C4 -2.8564 -4.0007 3.4522
C5 -1.7220 -3.8657 4.2359
C6 -0.6324 -3.1842 3.7562
C7 -0.5869 -2.6208 2.4249
O3 0.4785 -2.0933 1.9652
N1 0.4920 -3.0677 4.6606
O4 1.2047 -2.0903 4.5935
O5 0.6296 -3.9446 5.5000
N2 -4.0108 -4.6774 3.9751
O6 -5.0042 -4.7535 3.2711
O7 -3.9464 -5.1463 5.0995
H1 -3.7523 -3.6213 1.5495
H2 -1.6974 -4.2802 5.2328
O8 4.6935 1.8171 0.3713
C8 3.5379 1.4349 0.4559
O9 3.1257 0.2965 0.8863
C9 2.4038 2.4004 -0.0014
P1 1.0299 1.3446 -0.6028
C10 -0.2570 2.5327 -1.1045
C11 -0.6869 3.4306 -0.1247
C12 -1.7465 4.2895 -0.3626
C13 -2.3995 4.2612 -1.5881
C14 -1.9903 3.3642 -2.5624
C15 -0.9371 2.4956 -2.3196
C16 1.7514 0.7054 -2.1641
C17 2.1284 -0.7547 -2.2041
C18 2.7879 -1.2391 -3.5311
C19 3.0621 -0.2003 -4.5671
C20 2.6460 1.0553 -4.4267
C21 1.9911 1.5128 -3.2028
H3 2.7636 3.0896 -0.7636
H4 2.0790 2.9711 0.8723
H5 -0.1894 3.4389 0.8393
H6 -2.0692 4.9781 0.4085
H7 -3.2342 4.9248 -1.7766
H8 -2.5019 3.3300 -3.5166
H9 -0.6499 1.7758 -3.0749
H10 2.7022 -0.9927 -1.3059
H11 3.6733 -1.8545 -3.3624
H12 3.5729 -0.5242 -5.4681
H13 2.8169 1.7859 -5.2088
H14 1.7407 2.5666 -3.1440
C22 -0.0781 0.9717 2.9100
C23 1.0144 1.8360 3.3836
C24 2.2245 1.2933 3.8693
C25 3.2588 2.1031 4.2759
C26 3.1320 3.4984 4.2388
C27 1.9442 4.0547 3.7644
C28 0.9139 3.2386 3.3450
C29 4.1953 4.3194 4.7128
N3 5.0533 4.9741 5.1161
H15 -0.9789 1.5417 2.6857
H16 -0.3038 0.1553 3.6030
H17 2.3417 0.2205 3.9212
H18 4.1859 1.6669 4.6241
H19 1.8353 5.1316 3.7379
H20 -0.0106 3.6848 2.9943
C30 1.6259 -4.5069 -3.2778
C31 1.7612 -3.5430 -4.1837
C32 1.5299 -2.1081 -3.8382
C33 0.9495 -1.7877 -2.4248
C34 1.0405 -2.9542 -1.4773
C35 1.3135 -4.1917 -1.8837
C36 -0.4065 -1.1327 -2.4723
C37 -1.3097 -0.9829 -1.5089
C38 -2.5442 -0.1822 -1.6446
C39 -3.2609 -0.1400 -2.8363
C40 -4.3784 0.6710 -2.9518
C41 -4.8122 1.4249 -1.8707
C42 -4.1147 1.3681 -0.6725
C43 -2.9843 0.5772 -0.5606
H21 1.7972 -5.5443 -3.5398
H22 2.0657 -3.7617 -5.2021
H23 0.9322 -1.6426 -4.6273
H24 0.9103 -2.7425 -0.4258
H25 1.3629 -5.0007 -1.1646
H26 -0.6290 -0.6260 -3.4058
H27 -2.9582 -0.7693 -3.6641
H28 -4.9247 0.7021 -3.8866
H29 -5.6929 2.0486 -1.9590
H30 -4.4600 1.9395 0.1801
H31 -2.4204 0.5637 0.3658

Forces on atoms 1 to 2 (eV/Å):
0.3933 0.5220 -0.5268
-0.0179 -0.0520 -0.0307

The expectation value of S² is 6.019. The net charge is -1. The multiplicity is 5. The calculation puts the energy above the lowest of the compared OMol25 structures with the same formula, charge and spin at 49.9 kcal per mole. For the strongest force on any atom, the calculation gives 0.88 eV/A. Its HOMO energy (spin up / spin down) is -3.65 / -5.44 eV.

These are the Mulliken partial charges, in e, on atoms 1 to 8:
1 Os 1.34
2 O -0.61
3 C 0.14
4 O 0.64
5 C 0.38
6 C -0.44
7 C -0.83
8 C -0.31

---

# 4
The following is a DFT calculation (the ωB97M-V functional and the def2-TZVPD basis) of a structure of composition C43H33AsClF6IN3NaO4.

Atoms and positions in Å:
Na1 0.4413 -0.2931 -0.5715
C1 -2.6210 1.0603 -1.3566
C2 -2.7535 -0.1683 -2.1631
C3 -3.3239 -1.1179 -1.4077
C4 -3.4863 -0.6211 0.0087
C5 -3.0829 0.8233 -0.1186
H1 -2.2282 1.9988 -1.7314
H2 -2.4321 -0.2560 -3.1937
H3 -3.5742 -2.1266 -1.7159
H4 -4.4804 -0.7579 0.4365
H5 -3.1465 1.5256 0.6983
Cl1 5.9539 -3.0770 4.3190
C6 4.5799 -2.5441 3.3583
C7 4.2159 -3.2647 2.2583
C8 3.1629 -2.8288 1.4516
I1 2.5218 -4.0982 -0.0857
C9 2.4778 -1.5932 1.6097
O1 1.6404 -1.1357 0.7782
C10 2.8043 -0.9238 2.8852
N1 2.0250 0.1241 3.2401
C11 2.1812 0.6710 4.4226
C12 3.1906 0.2860 5.3203
C13 4.0339 -0.7272 4.9667
C14 3.8428 -1.4009 3.7408
H6 4.7405 -4.1783 2.0136
H7 1.4753 1.4494 4.7000
H8 3.2931 0.7997 6.2685
H9 4.8259 -1.0528 5.6279
O2 -4.4705 1.2209 6.9749
C15 -4.1067 -0.1465 7.1066
N2 -3.8348 -0.8230 5.8643
C16 -2.8581 -0.2368 5.0195
O3 -2.2284 0.7480 5.4825
C17 -2.6822 -0.8082 3.7373
C18 -3.3834 -1.9618 3.2263
C19 -3.2614 -2.3163 1.9376
C20 -2.4775 -1.4634 0.9700
N3 -1.4924 -0.5898 1.6256
C21 -1.6846 -0.2800 2.8600
H10 -3.7158 1.5761 6.4717
H11 -4.9325 -0.6511 7.6062
H12 -3.2141 -0.2295 7.7309
H13 -4.6446 -1.1664 5.3759
H14 -3.9377 -2.6048 3.9056
H15 -3.6915 -3.2446 1.5655
H16 -1.9249 -2.1085 0.2851
H17 -0.9769 0.4341 3.2827
C22 2.0660 4.9930 4.6794
C23 0.7455 4.5558 4.6752
C24 0.2915 3.7378 3.6525
C25 1.1401 3.3511 2.6136
C26 2.4654 3.7648 2.6439
C27 2.9254 4.5848 3.6693
As1 0.3506 2.1949 1.2047
C28 -0.4822 3.8425 0.4659
C29 -1.6705 4.4387 0.8638
C30 -2.0791 5.6374 0.2946
C31 -1.2940 6.2513 -0.6759
C32 -0.1047 5.6629 -1.0818
C33 0.3024 4.4553 -0.5211
C34 1.5455 3.7267 -0.8530
C35 2.4909 4.1111 -1.7974
C36 3.6096 3.3177 -2.0209
C37 3.7938 2.1408 -1.3056
C38 2.8620 1.7596 -0.3478
C39 1.7431 2.5516 -0.1159
H18 2.4260 5.6369 5.4739
H19 0.0760 4.8368 5.4789
H20 -0.7249 3.3589 3.6821
H21 3.1512 3.4416 1.8701
H22 3.9626 4.8977 3.6828
H23 -2.2871 3.9737 1.6238
H24 -3.0142 6.0922 0.5999
H25 -1.6096 7.1898 -1.1152
H26 0.5056 6.1492 -1.8346
H27 2.3552 5.0216 -2.3683
H28 4.3383 3.6173 -2.7657
H29 4.6564 1.5166 -1.5006
H30 2.9971 0.8408 0.2168
C40 2.6282 -1.3647 -3.5476
C41 1.1500 -0.9142 -3.5452
O4 0.7935 -0.1607 -2.5098
C42 0.2589 -2.2071 -3.6314
F1 -1.0243 -1.9492 -3.9796
F2 0.6993 -3.1515 -4.5116
F3 0.2194 -2.8054 -2.4260
C43 0.9380 -0.1278 -4.8818
F4 1.1605 -0.8767 -6.0036
F5 -0.2978 0.3943 -5.0089
F6 1.7992 0.9153 -4.9516
H31 2.8333 -1.8377 -2.5896
H32 3.2557 -0.4782 -3.6419
H33 2.8503 -2.0619 -4.3557

Forces on atoms 1 to 2 (eV/Å):
-1.1424 0.0689 0.6856
-0.1322 0.0084 0.0349

The net charge is -2. The calculation puts the energy above the lowest of the compared OMol25 structures with the same formula, charge and spin at 36.8 kcal per mole. For the strongest force on any atom, the calculation gives 2.04 eV/A. Its HOMO energy is -1.54 eV.

These are the Mulliken partial charges, in e, on atoms 1 to 8:
1 Na 1.96
2 C -0.52
3 C -0.47
4 C -1.03
5 C 0.62
6 C -0.87
7 H 0.48
8 H 0.41

---

# 5
The following is a DFT calculation (the ωB97M-V functional and the def2-TZVPD basis) of a structure of composition C43H34AsBrN7O3RuS2Se.

Atoms and positions in Å:
Ru1 -0.0578 1.2506 -0.4225
S1 -1.3879 3.0382 0.2027
C1 -2.7496 2.4766 1.1622
C2 -3.6149 3.4210 1.7311
C3 -4.6638 3.0186 2.5336
C4 -4.8791 1.6676 2.7971
C5 -4.0407 0.7268 2.2273
C6 -2.9924 1.1265 1.3986
As1 -1.7982 -0.1229 0.5394
C7 -2.9127 -1.1401 -0.6787
C8 -2.2610 -1.9529 -1.6024
C9 -2.9976 -2.6927 -2.5150
C10 -4.3846 -2.6162 -2.5164
C11 -5.0334 -1.8017 -1.6004
C12 -4.2991 -1.0638 -0.6799
C13 -1.5588 -1.3860 1.9960
C14 -1.2180 -0.8921 3.2541
C15 -1.0414 -1.7586 4.3218
C16 -1.2098 -3.1263 4.1414
C17 -1.5795 -3.6160 2.8992
C18 -1.7626 -2.7472 1.8303
H1 -3.4423 4.4732 1.5406
H2 -5.3181 3.7638 2.9689
H3 -5.6908 1.3561 3.4414
H4 -4.1908 -0.3273 2.4334
H5 -1.1791 -2.0091 -1.6127
H6 -2.4835 -3.3162 -3.2364
H7 -4.9585 -3.1847 -3.2375
H8 -6.1139 -1.7323 -1.6045
H9 -4.8144 -0.4155 0.0168
H10 -1.1249 0.1761 3.4102
H11 -0.7865 -1.3652 5.2987
H12 -1.0693 -3.8048 4.9733
H13 -1.7344 -4.6787 2.7592
H14 -2.0663 -3.1337 0.8661
S2 -1.1706 0.1953 -4.6170
C19 -2.5370 0.9728 -3.9272
C20 -2.3372 1.3224 -2.6282
C21 -1.0451 0.9521 -2.1448
C22 -0.3133 0.3477 -3.1335
C23 1.0617 0.0013 -2.8696
C24 2.0262 -0.2661 -3.8415
C25 3.3530 -0.3139 -3.4743
C26 3.6813 -0.2150 -2.1265
C27 2.6526 -0.1146 -1.2055
N1 1.3806 0.0901 -1.5632
H15 -3.4251 1.1184 -4.5221
H16 -3.0838 1.8289 -2.0323
H17 1.7281 -0.3402 -4.8789
H18 4.1247 -0.4100 -4.2277
H19 4.7085 -0.2072 -1.7882
H20 2.8579 -0.0795 -0.1488
Br1 3.2218 5.8483 0.7680
C28 3.4969 5.2930 -1.0288
C29 4.3358 6.0923 -1.7931
C30 4.5627 5.7813 -3.1233
C31 3.9365 4.6826 -3.6940
C32 3.0893 3.9038 -2.9267
C33 2.8626 4.1836 -1.5794
C34 1.9788 3.2358 -0.8075
O1 1.0351 2.7155 -1.4988
O2 2.2067 2.9710 0.3695
H21 4.8021 6.9568 -1.3418
H22 5.2228 6.4055 -3.7118
H23 4.1016 4.4389 -4.7355
H24 2.5773 3.0521 -3.3555
C35 2.3902 1.6092 4.7875
N2 1.7986 0.9082 3.6742
C36 2.2297 -0.4032 3.2510
C37 1.5661 -0.5203 1.8837
O3 1.5978 -1.5105 1.1915
N3 0.9442 0.6766 1.5916
C38 1.1133 1.4770 2.6539
N4 0.5965 2.6891 2.7493
H25 2.5197 0.9129 5.6149
H26 1.7313 2.4014 5.1398
H27 3.3627 2.0404 4.5329
H28 1.8622 -1.1910 3.9108
H29 3.3158 -0.4843 3.1571
H30 0.1607 3.0870 1.9171
H31 0.8953 3.3116 3.4766
Se1 4.0135 -3.7885 -1.4300
N5 3.4957 -5.4597 -1.1051
C39 2.1866 -5.4082 -0.9670
C40 1.3434 -6.5336 -0.7064
C41 0.0144 -6.3063 -0.6350
C42 -0.5012 -4.9738 -0.8255
N6 0.2111 -3.9164 -1.0394
C43 1.5689 -4.1071 -1.1051
N7 2.3896 -3.1059 -1.3393
H32 1.7809 -7.5149 -0.5815
H33 -0.6844 -7.1100 -0.4456
H34 -1.5798 -4.8334 -0.8011

Forces on atoms 1 to 2 (eV/Å):
-0.4086 -0.1554 -0.1463
0.1672 0.0134 -0.0053

The expectation value of S² is 0.758. The net charge is 0. The multiplicity is 2. The calculation puts the energy above the lowest of the compared OMol25 structures with the same formula, charge and spin at 12.7 kcal per mole. For the strongest force on any atom, the calculation gives 0.85 eV/A. Its HOMO energy (spin up / spin down) is -7.22 / -7.21 eV.

These are the Mulliken partial charges, in e, on atoms 1 to 8:
1 Ru -0.51
2 S -0.62
3 C 0.93
4 C -0.77
5 C -0.68
6 C -0.82
7 C -0.62
8 C -0.67

---

no.,electronic energy (Ha)
1,-3737.10886
2,-3394.27012
3,-2930.43989
4,-5878.92889
5,-10370.59676